{"formula": "C2H5N3O2", "method": "ωB97M-V/def2-TZVPD", "largest_force_ev_per_a": 7.191, "e_tot_ha": -393.78586, "e_above_lowest_kcal_mol": 146.46, "homo_ha": -0.280, "charge": 0, "symbols": ["H", "C", "O", "H", "C", "N", "H", "N", "H", "H", "N", "O"], "positions_angstrom": [[-1.219405, 1.179336, 0.602399], [-0.451512, 0.609578, -1.175750], [-1.319311, 1.121327, -1.923111], [0.117352, -1.579148, 2.600443], [-0.289763, -0.901305, 1.946716], [0.165197, -0.342637, 0.893091], [-1.422853, -0.527998, 2.014076], [-0.461728, 0.718595, 0.221121], [1.179231, -0.309831, 0.200709], [0.985871, 0.131712, -2.726839], [0.793284, 0.010924, -1.744584], [1.923636, -0.110552, -0.908271]], "atomic_forces_ev_per_a": [[-2.1, 0.7, 1.2], [2.5, 0.7, -5.2], [1.6, -1.5, 2.6], [1.4, -1.5, 0.9], [-5.1, 4.0, -3.0], [0.9, 0.8, 0.3], [2.3, -1.2, 1.1], [1.8, -2.6, -0.6], [2.1, -0.5, -1.6], [-0.3, 0.2, 0.1], [-3.2, 1.0, 2.9], [-1.9, -0.2, 1.5]], "lowdin_charge": [0.1147, -0.4297, 0.0079, 0.0623, 0.1136, -0.0187, 0.1427, 0.1009, 0.1014, 0.1204, -0.0555, -0.2602]}

=====

{"formula": "C2H5N3O2", "method": "ωB97M-V/def2-TZVPD", "largest_force_ev_per_a": 4.661, "e_tot_ha": -393.85591, "e_above_lowest_kcal_mol": 102.51, "homo_ha": -0.318, "charge": 0, "symbols": ["H", "N", "O", "H", "N", "H", "C", "N", "C", "H", "O", "H"], "positions_angstrom": [[1.340492, -1.132282, 1.233760], [1.702096, -0.811864, 0.329474], [-1.434140, -0.241865, -1.212283], [-1.927350, -0.470530, 1.067290], [0.703879, -0.720998, -0.626484], [0.449577, 2.305812, -0.716620], [-0.131555, 1.901258, 0.085881], [-0.642801, 1.975093, 1.131626], [-0.446403, -0.302904, -0.285567], [2.422163, -1.436471, -0.023048], [-0.962049, -0.531776, 1.077858], [-1.073910, -0.533473, -2.061888]], "atomic_forces_ev_per_a": [[0.2, 0.1, -0.3], [-0.2, -0.4, 0.4], [-0.3, 0.4, 0.3], [0.2, 0.2, -0.3], [0.0, 1.4, 0.1], [-0.1, -0.6, -0.3], [-0.3, 2.2, 2.3], [0.7, 0.1, -1.8], [-1.2, -3.9, 2.2], [-0.3, 0.2, 0.1], [1.3, 0.3, -2.9], [0.1, 0.1, 0.2]], "lowdin_charge": [0.0848, 0.0192, 0.0581, 0.0982, 0.0010, 0.0911, -0.0952, 0.1252, -0.5752, 0.0793, -0.0086, 0.1220]}

=====

{"formula": "C2H5N3O2", "method": "ωB97M-V/def2-TZVPD", "largest_force_ev_per_a": 5.255, "e_tot_ha": -393.77363, "e_above_lowest_kcal_mol": 154.14, "homo_ha": -0.357, "charge": 0, "symbols": ["H", "N", "H", "O", "C", "H", "H", "C", "H", "O", "N", "N"], "positions_angstrom": [[2.911249, -0.340619, -0.000822], [-1.309916, -1.392563, -0.387308], [-1.713137, 0.447741, 1.231598], [-2.517589, -1.052771, -0.082917], [0.950331, -0.840332, -0.022560], [-0.108348, 1.729521, 0.628409], [-1.766535, 1.846950, -0.256000], [-1.067669, 1.021884, 0.444400], [1.935717, 0.778413, -1.206318], [1.096129, -1.964511, 0.473200], [2.021023, 0.145914, -0.257308], [-0.431260, -0.379626, -0.564376]], "atomic_forces_ev_per_a": [[-0.9, 1.0, -0.8], [-4.0, 0.9, 0.6], [1.7, 1.5, -1.3], [5.0, -1.0, -1.4], [0.5, -1.0, -0.9], [-2.1, -2.4, 0.3], [1.8, -3.2, 1.9], [0.4, 1.6, -2.7], [0.4, -2.5, 3.4], [-0.1, 3.8, -1.2], [-2.2, -0.9, -1.6], [-0.4, 2.1, 4.0]], "lowdin_charge": [0.1004, -0.0707, 0.0718, -0.0970, -0.4622, 0.0772, 0.1192, 0.0113, 0.1698, 0.0487, 0.0715, -0.0400]}

=====

{"formula": "C2H5N3O2S", "method": "ωB97M-V/def2-TZVPD", "largest_force_ev_per_a": 8.686, "e_tot_ha": -791.91064, "e_above_lowest_kcal_mol": 159.75, "homo_ha": -0.323, "charge": 0, "symbols": ["O", "H", "N", "C", "S", "H", "H", "N", "N", "O", "H", "C", "H"], "positions_angstrom": [[2.376828, -1.307032, 0.049646], [0.755853, 2.595002, -0.833583], [1.652301, -0.111967, -0.254499], [-1.907352, -1.139555, 0.028483], [-2.960754, 0.121932, -0.024836], [-2.424324, -2.143289, 0.017930], [-1.155789, 1.349154, 0.086969], [-0.096264, 1.187410, -0.109814], [-0.551619, -1.217029, -0.124958], [0.644804, 2.217263, 0.164083], [1.569622, -2.019243, 0.613572], [0.292203, -0.184391, -0.306064], [1.804488, 0.651746, 0.693065]], "atomic_forces_ev_per_a": [[-4.4, -2.3, 1.9], [0.4, -0.4, 3.6], [2.1, 0.1, 3.7], [0.0, -0.7, -1.2], [0.1, 0.2, 0.3], [1.0, 0.9, 0.4], [2.1, -0.7, -0.6], [-7.0, -5.1, -0.7], [1.5, 0.6, -0.8], [3.0, 3.4, -3.7], [3.3, 3.1, -2.5], [-2.2, 3.6, 3.2], [0.0, -2.6, -3.7]], "lowdin_charge": [-0.1420, 0.2124, -0.0563, -0.7124, 0.6392, 0.0567, 0.0462, -0.1501, 0.0118, -0.0538, 0.2363, -0.3392, 0.2513]}

=====

{"formula": "C2H5N3O2S", "method": "ωB97M-V/def2-TZVPD", "largest_force_ev_per_a": 7.526, "e_tot_ha": -791.94520, "e_above_lowest_kcal_mol": 138.06, "homo_ha": -0.315, "charge": 0, "symbols": ["H", "C", "N", "O", "C", "H", "H", "N", "N", "S", "H", "O", "H"], "positions_angstrom": [[-0.048731, -1.337411, 1.526946], [1.055222, 0.062126, -0.292439], [1.485938, -0.587193, 0.793805], [0.915443, -1.631989, 1.233976], [-2.365392, 0.488895, 0.215775], [-4.205225, 0.722085, 0.087943], [2.489869, -0.563691, 1.042244], [-3.580867, -0.041450, 0.043490], [-1.177514, -0.446615, 0.220444], [1.890015, 1.229612, -0.881699], [-1.846733, 1.441883, 0.772694], [-0.194580, -0.170740, -0.755755], [-1.628191, -1.294141, -0.092599]], "atomic_forces_ev_per_a": [[2.5, -0.8, -0.7], [-0.9, -0.9, 1.9], [3.0, 3.2, -1.1], [-5.3, -4.5, 2.9], [0.5, -1.0, 1.6], [-1.3, 1.0, 0.5], [-1.0, 0.6, -0.5], [5.9, 1.6, -0.1], [-2.7, -0.1, 0.4], [2.4, 3.1, -2.3], [-2.4, -1.4, -2.0], [-0.9, -0.1, -0.6], [0.3, -0.7, -0.2]], "lowdin_charge": [0.1564, -0.9927, -0.1360, -0.0423, -0.1593, 0.0159, 0.1641, 0.1058, -0.0535, 0.7532, 0.1754, -0.0990, 0.1121]}

=====

{"formula": "C2H5N3O2S", "method": "ωB97M-V/def2-TZVPD", "largest_force_ev_per_a": 5.954, "e_tot_ha": -791.94214, "e_above_lowest_kcal_mol": 139.98, "homo_ha": -0.314, "charge": 0, "symbols": ["N", "N", "N", "C", "C", "H", "H", "O", "S", "H", "H", "O", "H"], "positions_angstrom": [[1.508852, -1.153301, 0.214011], [-0.267150, 2.083882, -0.745288], [-0.879936, -1.136650, -0.338307], [0.509275, 1.023414, 0.013322], [0.270969, -0.476697, -0.194994], [2.766888, -1.126074, -1.274569], [-3.194866, -1.500294, 0.062564], [2.657734, -0.759630, -0.266046], [-2.324564, -0.430471, 0.201065], [-0.559054, 2.876895, 0.261128], [-1.289608, 2.028641, -1.235993], [1.173462, 1.386112, 0.964820], [1.606281, -2.241302, 0.556760]], "atomic_forces_ev_per_a": [[-4.2, -4.0, 1.2], [-2.7, 1.9, 4.1], [3.2, 1.1, 1.2], [-2.3, 2.2, 0.8], [-0.2, -2.4, 0.5], [-0.3, 1.2, 3.3], [1.1, 0.6, -0.1], [3.1, 0.3, -4.8], [-0.6, 0.0, -0.5], [1.5, -3.0, -4.3], [3.4, -1.0, 1.6], [-0.6, -0.4, -1.7], [-1.4, 3.6, -1.4]], "lowdin_charge": [-0.1305, 0.0095, -0.3501, -0.4665, -0.3322, 0.1890, -0.1273, -0.0911, 0.6830, 0.2230, 0.1019, 0.0719, 0.2193]}

=====

{"formula": "C2H5N3O2S", "method": "ωB97M-V/def2-TZVPD", "largest_force_ev_per_a": 3.916, "e_tot_ha": -792.05919, "e_above_lowest_kcal_mol": 66.53, "homo_ha": -0.370, "charge": 0, "symbols": ["H", "N", "O", "N", "O", "N", "S", "H", "H", "C", "C", "H", "H"], "positions_angstrom": [[0.964109, 0.202705, -3.822425], [3.195364, 0.445957, -1.738611], [2.720284, 0.752878, 1.302628], [-3.301463, -2.136342, 1.788974], [0.727682, 1.970973, 0.760451], [1.150619, 0.817588, -3.009251], [2.146821, 1.811195, 0.484344], [-4.018017, -1.480206, 1.538973], [-2.123911, -0.497877, 2.566934], [-2.390082, -1.591847, 2.449067], [2.174894, 0.710959, -2.236231], [-1.575138, -2.353598, 2.602643], [0.328839, 1.347616, -2.687498]], "atomic_forces_ev_per_a": [[0.6, 0.6, 1.1], [-0.9, 0.6, -0.1], [0.1, 1.3, -1.2], [-1.2, -0.1, 0.1], [0.8, 0.5, -1.0], [-3.5, 0.7, -1.6], [-0.8, -1.7, 2.6], [-0.6, 0.6, -0.4], [-0.8, -1.1, 0.3], [2.9, -0.6, -0.8], [2.8, -1.5, 0.4], [-0.3, 1.2, 0.8], [0.8, -0.5, -0.3]], "lowdin_charge": [0.1397, 0.1243, -0.4321, 0.0029, -0.4552, 0.1030, 0.8510, 0.0203, 0.0812, -0.1701, -0.4538, 0.0670, 0.1218]}

=====

{"formula": "C2H5N3O3", "method": "ωB97M-V/def2-TZVPD", "largest_force_ev_per_a": 7.685, "e_tot_ha": -469.01005, "e_above_lowest_kcal_mol": 119.63, "homo_ha": -0.362, "charge": 0, "symbols": ["C", "H", "O", "H", "N", "O", "O", "N", "N", "C", "H", "H", "H"], "positions_angstrom": [[-0.561982, -0.262660, -0.945743], [0.502394, -1.938294, -0.309840], [-1.284415, 0.105632, -1.903289], [1.302754, -0.810768, 0.907224], [0.840435, -0.481390, -1.379957], [1.599760, -1.361886, -0.488536], [-0.735396, 1.706880, 1.955699], [1.078857, 0.258977, 1.115616], [-1.120732, -0.375575, 0.438387], [-0.294066, 0.648830, 1.295964], [-1.994215, 0.164102, 0.203187], [1.258082, 0.064053, -2.226264], [1.837777, 0.784818, 1.595059]], "atomic_forces_ev_per_a": [[0.4, 2.0, -4.6], [5.6, 1.3, -0.3], [1.3, -1.0, 3.2], [-0.5, 3.6, 0.6], [-2.3, 0.6, 0.9], [-5.6, -3.3, -2.0], [1.9, -6.3, -4.0], [-2.1, 0.1, 2.6], [1.6, 3.4, -1.3], [1.4, 2.8, 2.0], [0.5, -1.1, 0.8], [-0.9, -1.7, 2.5], [-1.4, -0.4, -0.3]], "lowdin_charge": [-0.4449, 0.2812, 0.0261, 0.0890, -0.0369, -0.1685, -0.0321, 0.0791, 0.1224, -0.3722, 0.1380, 0.1992, 0.1195]}

=====

{"formula": "C2H5N3O3", "method": "ωB97M-V/def2-TZVPD", "largest_force_ev_per_a": 5.050, "e_tot_ha": -469.01832, "e_above_lowest_kcal_mol": 114.44, "homo_ha": -0.362, "charge": 0, "symbols": ["H", "H", "N", "O", "C", "H", "O", "C", "H", "O", "H", "N", "N"], "positions_angstrom": [[0.828201, -1.426867, 0.360527], [2.640879, 0.028510, -0.969742], [-1.605437, 0.724456, 0.050202], [-3.722504, 0.424895, 0.181559], [-0.306693, 0.269942, 0.074924], [-0.900116, -1.670819, 0.389857], [-2.599338, -1.246424, -0.443450], [2.344792, 0.787156, -0.279160], [2.704812, 1.751142, -0.271762], [0.823922, 1.013376, -0.083036], [2.592586, 0.429152, 0.683807], [-2.686009, -0.057290, -0.083655], [-0.115098, -1.027234, 0.389934]], "atomic_forces_ev_per_a": [[-0.8, 0.4, 0.1], [-0.2, 0.1, -1.1], [4.4, 2.5, -0.5], [-2.3, 1.7, 0.5], [-1.0, -2.4, 0.1], [-0.1, 0.4, -0.2], [0.5, -0.2, -0.2], [-3.5, -2.1, 2.3], [0.7, 2.0, -1.1], [-1.7, 1.0, -0.8], [0.7, -0.7, 1.1], [1.9, -2.5, 0.1], [1.6, -0.2, -0.2]], "lowdin_charge": [0.1185, 0.0898, 0.1409, 0.0886, -0.3540, 0.0939, -0.0212, 0.0737, 0.0690, -0.0561, 0.0716, -0.4979, 0.1833]}

=====

{"formula": "C2H5N3OS", "method": "ωB97M-V/def2-TZVPD", "largest_force_ev_per_a": 5.510, "e_tot_ha": -716.82047, "e_above_lowest_kcal_mol": 75.45, "homo_ha": -0.317, "charge": 0, "symbols": ["C", "S", "N", "N", "H", "H", "O", "N", "C", "H", "H", "H"], "positions_angstrom": [[0.904084, -1.134655, -0.129166], [-2.052771, -1.346842, -0.145630], [0.151110, -0.043227, -0.114084], [2.137037, -0.850183, 0.067043], [1.614199, 1.020061, -0.097231], [0.410155, -2.090685, -0.018321], [0.695275, 1.260020, -0.331128], [-1.726614, 1.343616, 0.016340], [-1.214179, 0.067313, -0.079296], [-2.769240, 1.442535, 0.448073], [-1.049662, 2.000711, 0.248706], [2.900606, -1.668661, 0.134689]], "atomic_forces_ev_per_a": [[3.0, -0.8, 1.7], [-1.1, -0.1, 0.1], [-3.4, 4.2, -1.1], [2.9, -2.3, -0.5], [0.6, 0.4, -0.1], [-0.2, 0.0, -0.5], [1.1, -1.9, 0.5], [-3.8, -2.3, 0.9], [-0.9, -0.5, 0.2], [3.7, -0.5, -1.6], [0.9, 1.6, 0.5], [-2.9, 2.2, -0.3]], "lowdin_charge": [-0.2729, 0.6251, -0.1691, 0.0598, 0.0827, 0.0899, 0.0132, 0.0892, -0.8777, 0.1876, 0.0499, 0.1223]}

=====

{"formula": "C2H5N3OS", "method": "ωB97M-V/def2-TZVPD", "largest_force_ev_per_a": 7.667, "e_tot_ha": -716.79720, "e_above_lowest_kcal_mol": 90.06, "homo_ha": -0.339, "charge": 0, "symbols": ["H", "H", "H", "H", "S", "O", "N", "N", "C", "N", "C", "H"], "positions_angstrom": [[-2.357596, 1.321033, 0.513003], [1.901755, -1.371058, -1.066014], [-0.125155, -1.636245, -1.324916], [2.609031, -0.227105, 0.915740], [-0.104515, 2.025284, -0.329223], [-2.186068, -1.131511, 0.205008], [-0.129009, -0.707314, -0.667804], [1.566664, -0.214343, 0.699486], [1.204744, -0.874431, -0.348419], [-1.572103, 1.019289, 0.084310], [-1.298946, -0.382572, 0.062658], [0.491199, 2.178974, 1.256172]], "atomic_forces_ev_per_a": [[-2.7, 1.4, 1.8], [-1.0, 0.1, 0.4], [-2.1, 2.8, 1.9], [-1.7, -0.3, -0.6], [-1.5, 0.2, 4.6], [-1.8, -2.5, 1.2], [1.8, -5.3, -4.0], [2.2, -1.1, 0.0], [1.0, 3.3, 2.9], [7.1, -1.7, -2.3], [0.0, 3.4, -2.0], [-1.3, -0.3, -3.8]], "lowdin_charge": [0.0317, 0.1330, 0.2021, 0.0679, 0.6466, 0.1165, -0.0100, 0.0161, -0.3547, -0.2485, -0.6208, 0.0201]}

=====

{"formula": "C2H5N3OS", "method": "ωB97M-V/def2-TZVPD", "largest_force_ev_per_a": 10.396, "e_tot_ha": -716.71758, "e_above_lowest_kcal_mol": 140.01, "homo_ha": -0.296, "charge": 0, "symbols": ["H", "H", "N", "H", "O", "S", "N", "C", "H", "C", "H", "N"], "positions_angstrom": [[3.364446, 0.761713, 0.053421], [-2.612833, 0.391671, -0.425818], [-0.387462, 1.099957, 0.772369], [-1.130911, 1.603652, 1.032442], [1.198157, 1.448797, -0.481002], [1.755436, -1.076464, 0.260834], [0.146817, -1.193472, -0.088537], [-0.684731, -0.080061, 0.209331], [-2.057607, -1.653703, 0.216223], [2.221922, 0.584305, -0.165946], [0.055957, -1.419752, -1.054048], [-1.869193, -0.466645, -0.329267]], "atomic_forces_ev_per_a": [[-2.2, 0.2, -0.3], [1.9, -3.5, 0.9], [1.8, -7.3, -0.8], [-4.0, 2.1, 1.0], [9.3, -4.6, -0.4], [2.0, 0.6, 0.4], [0.8, 1.7, 0.9], [0.0, 3.6, 1.7], [-0.2, 5.1, -2.4], [-5.0, 4.0, -1.3], [-0.5, -0.3, -0.7], [-4.1, -1.6, 1.0]], "lowdin_charge": [0.0947, 0.1602, 0.1184, -0.0081, -0.2032, 0.9176, -0.3496, -0.6226, 0.2531, -0.4437, 0.0715, 0.0116]}